Entry 1
2 unconnected molecules or ions with the total composition C5H15NO, computed with ωB97M-V/def2-TZVPD.

Properties
- multiplicity = 1
- SMILES = CCN(C)CC.O
- E_HOMO (eV) = -8.78

Structure (XYZ):
```
22
C5H15NO (ωB97M-V/def2-TZVPD)
C 0.4123 -0.3057 2.5791
C -0.6397 -0.4200 1.4402
N -0.3337 0.0704 0.1075
C -1.1977 1.2122 -0.2668
C -0.4465 -0.9510 -1.0185
C 0.2704 -0.4574 -2.2578
H -0.2045 -0.2726 3.4699
H 0.8764 -1.2877 2.7053
H 1.1926 0.3418 2.1880
H -1.4237 0.2839 1.7758
H -1.2288 -1.3586 1.5194
H -2.2918 1.0617 -0.1001
H -1.2306 1.3036 -1.3539
H -0.9411 2.0607 0.3642
H -1.5512 -1.0388 -1.0507
H -0.1013 -1.9139 -0.6361
H 1.3052 -0.7652 -2.3824
H 0.3158 0.6220 -2.3632
H -0.1839 -0.9032 -3.1622
O 2.7682 1.1561 -0.3807
H 2.0823 0.6969 0.1015
H 2.5513 0.8648 -1.2784
```

---

Entry 2
2 unconnected molecules or ions with the total composition C5H15NO, computed with ωB97M-V/def2-TZVPD.

Properties
- multiplicity = 1
- SMILES = CC[C@H](C)CN.O
- E_HOMO (eV) = -9.21

Structure (XYZ):
```
22
C5H15NO (ωB97M-V/def2-TZVPD)
C 0.9197 1.2171 -3.1920
C 1.3210 1.2445 -1.7177
C 0.6903 0.1179 -0.9031
C -0.8592 0.2205 -0.8339
C 1.2966 -0.0780 0.4919
N 1.5650 -1.4954 0.7528
H 1.6125 1.8414 -3.7667
H -0.0464 1.6716 -3.3728
H 0.8635 0.1963 -3.5471
H 1.0193 2.1731 -1.2522
H 2.4089 1.1740 -1.6359
H 0.8699 -0.8340 -1.4293
H -1.3597 -0.7381 -0.8417
H -1.1899 0.7693 -1.7227
H -1.1431 0.7549 0.0733
H 0.6117 0.2771 1.2703
H 2.1916 0.5501 0.6124
H 2.4981 -1.7302 0.4269
H 1.5672 -1.7095 1.7459
O -4.0735 -0.9769 4.5586
H -4.5335 -1.0206 3.7001
H -4.6347 -1.5202 5.1330
```

---

Entry 3
2 unconnected molecules or ions with the total composition C5H15NO, computed with ωB97M-V/def2-TZVPD.

Properties
- multiplicity = 1
- SMILES = CCCN(C)C.O
- E_HOMO (eV) = -8.50

Structure (XYZ):
```
22
C5H15NO (ωB97M-V/def2-TZVPD)
C 0.0000 0.0000 0.0000
C -0.1874 0.7198 -1.4301
C -1.6013 0.8398 -2.0728
N -1.6625 1.7753 -3.2174
C -0.5627 1.5672 -4.1672
C -2.9851 1.6144 -3.8198
H 1.0726 -0.1054 0.2344
H -0.4790 -0.9893 0.0915
H -0.4560 0.6813 0.7379
H 0.1672 1.7576 -1.2792
H 0.5115 0.2239 -2.1309
H -2.0239 -0.1621 -2.2801
H -2.1922 1.2912 -1.2527
H 0.3791 1.9527 -3.7417
H -0.7217 2.0365 -5.1526
H -0.4650 0.4776 -4.3081
H -3.1140 2.2470 -4.7141
H -3.7124 1.9343 -3.0547
H -3.2009 0.5683 -4.0947
O -1.2453 0.6653 3.3130
H -1.6743 -0.2063 3.1564
H -1.9662 1.3229 3.1864
```

---

Entry 4
2 unconnected molecules or ions with the total composition C5H15NO, computed with ωB97M-V/def2-TZVPD.

Properties
- multiplicity = 1
- SMILES = CCC[C@@H](C)N.O
- E_HOMO (eV) = -8.82

Structure (XYZ):
```
22
C5H15NO (ωB97M-V/def2-TZVPD)
C 0.5184 -2.2339 0.4029
C 1.2348 -1.0555 -0.2440
C 0.9818 0.3289 0.4353
C -0.5412 0.6221 0.5303
C -1.0094 0.5188 2.0060
N -0.6904 2.0325 0.0755
H -0.4943 -2.3136 -0.0034
H 0.6261 -2.2362 1.4850
H 0.9102 -3.2140 0.1055
H 2.2889 -1.3034 -0.3626
H 0.7168 -0.8348 -1.1852
H 1.3575 0.3233 1.4597
H 1.5234 1.0435 -0.1686
H -1.1251 0.0120 -0.1540
H -1.9820 1.0294 2.0237
H -0.3807 1.1778 2.5944
H -1.2293 -0.5294 2.1899
H -1.6065 2.2618 -0.2730
H -0.4509 2.6989 0.7849
O 0.0450 0.3587 -3.6806
H -0.1679 1.2852 -3.6609
H -0.5253 0.0279 -4.3610
```

---

Stability check: which of them is most stable? entry 2.

---

Entry 1
2 unconnected molecules or ions with the total composition C5H15NO, computed with ωB97M-V/def2-TZVPD.

Properties
- multiplicity = 1
- SMILES = CCNC(C)C.O
- E_HOMO (eV) = -8.88

Structure (XYZ):
```
22
C5H15NO (ωB97M-V/def2-TZVPD)
C -2.0793 -0.9825 -1.2407
C -1.2668 -0.1451 -0.2599
N -0.1692 -0.9728 0.3104
C 0.6398 -0.0997 1.2314
C 1.5141 0.9840 0.6788
C 1.5094 -1.1080 2.0066
H -2.8633 -0.4246 -1.7374
H -2.6563 -1.6765 -0.6161
H -1.3994 -1.5608 -1.8606
H -0.8543 0.7914 -0.6256
H -1.8806 0.1992 0.5801
H 0.4953 -1.1958 -0.4232
H -0.0562 0.2381 2.0070
H 2.2283 1.1594 1.4970
H 2.2700 0.6723 -0.0643
H 1.1040 1.9238 0.3145
H 1.9266 -0.7468 2.9558
H 0.9139 -1.9894 2.2333
H 2.3979 -1.3984 1.4265
O -0.8191 2.3067 -2.4752
H -0.0396 2.5688 -3.0113
H -0.9151 1.4565 -2.9272
```

---

Entry 2
2 unconnected molecules or ions with the total composition C5H15NO, computed with ωB97M-V/def2-TZVPD.

Properties
- multiplicity = 1
- SMILES = CCN(C)CC.O
- E_HOMO (eV) = -8.18

Structure (XYZ):
```
22
C5H15NO (ωB97M-V/def2-TZVPD)
C -0.2448 -2.3989 0.5974
C -0.3680 -1.0683 1.3582
N 0.1753 0.0822 0.6772
C 1.4898 0.0450 0.0551
C -0.8878 0.7588 -0.1534
C -1.0939 2.1112 0.5104
H 0.6534 -2.9405 0.8902
H -0.9321 -3.2232 0.8429
H -0.2391 -2.1859 -0.4734
H 0.2256 -1.1698 2.2749
H -1.3532 -0.8513 1.7815
H 1.7610 -0.7664 -0.6396
H 2.1364 -0.3267 0.8732
H 1.7489 0.9831 -0.4075
H -1.8055 0.1758 -0.0966
H -0.6604 0.7615 -1.2197
H -1.8181 2.7645 -0.0007
H -0.1706 2.6459 0.6844
H -1.5378 1.8989 1.4818
O 1.0513 0.4984 -3.1417
H 0.9899 1.3521 -3.6161
H 0.8796 0.8534 -2.2783
```

---

Stability check: which of them is most stable? entry 1.

---

Entry 1
2 unconnected molecules or ions with the total composition C4H10NO2S, computed with ωB97M-V/def2-TZVPD.

Properties
- multiplicity = 1
- E_HOMO (spin up / spin down) (eV) = -3.13 / -3.13
- net charge = -1

Structure (XYZ):
```
18
C4H10NO2S (ωB97M-V/def2-TZVPD)
C -0.7334 1.4427 0.8110
C -0.9589 2.6178 -0.0420
C 0.3798 -1.4797 -1.1162
C 1.4457 -1.6683 1.0056
N 1.5110 -1.1458 -0.3069
O 1.3930 1.1711 -1.4927
O 2.7622 0.9582 0.5101
S 1.4977 0.6213 -0.1270
H -0.2750 1.6119 1.6993
H -1.0452 3.6083 0.4616
H -1.8433 2.5575 -0.7774
H 0.0422 2.5675 -0.5894
H -0.5702 -1.7365 -0.5981
H 0.1449 -0.4195 -1.5916
H 0.4881 -2.4076 -1.7463
H 0.9522 -2.6225 1.0323
H 2.4940 -1.8843 1.2510
H 1.1070 -0.9612 1.7420
```

---

Entry 2
2 unconnected molecules or ions with the total composition C4H10NO2S, computed with ωB97M-V/def2-TZVPD.

Properties
- multiplicity = 1
- E_HOMO (eV) = -3.02
- net charge = -1

Structure (XYZ):
```
18
C4H10NO2S (ωB97M-V/def2-TZVPD)
C 0.6236 1.5752 0.0870
N -0.7307 1.0815 -0.0146
C -0.9631 -0.1190 -0.8420
C -2.3951 -0.5774 -0.6884
S -2.6496 -1.3620 0.9251
C -0.1038 -1.3420 -0.4759
O 1.0762 -1.2892 -0.1901
H 1.1455 1.2954 1.0113
H 0.6415 2.6690 0.0293
H 1.1696 1.2395 -0.7766
H -1.3158 1.0354 0.8047
H -0.7147 0.2455 -1.8342
H -2.5815 -1.2628 -1.5356
H -3.1306 0.2267 -0.8179
H -0.6244 -2.2718 -0.6538
H 3.1469 -0.9155 2.0917
H 3.5189 0.1344 1.0623
O 3.8873 -0.3629 1.8177
```

---

Stability check: which of them is most stable? entry 2.